A.
Density functional theory data (wB97M-V/def2-TZVPD) for an isolated molecule of C5H6.

```
11
Properties=species:S:1:pos:R:3:nbo_charge:R:1
C -0.925 -1.080 -0.006 -0.642
C -0.180 0.185 -0.093 -0.086
C -0.706 1.461 -0.044 -0.350
C 1.249 -0.048 -0.196 -0.050
C 2.449 0.063 -0.027 -0.219
H -1.989 -0.849 -0.527 0.223
H -1.019 -1.506 1.064 0.238
H -0.412 -1.962 -0.552 0.231
H -0.170 2.309 0.171 0.207
H -1.836 1.506 -0.030 0.194
H 3.539 -0.080 0.241 0.254
```

Computed properties:
- frontier orbital gap (eV) = 9.776
- SMILES = C#CC(=C)C
- net charge = 0
- LUMO level (eV) = 0.82
- E_HOMO (hartree) = -0.329

B.
Density functional theory data (wB97M-V/def2-TZVPD) for an isolated molecule of C5H6.

```
11
Properties=species:S:1:pos:R:3:nbo_charge:R:1
C 0.467 -1.078 0.095 -0.507
C -1.025 -0.671 -0.064 -0.222
C -1.070 0.728 0.126 -0.262
C 0.276 1.318 -0.090 -0.242
C 1.192 0.258 -0.046 -0.154
H 0.938 -1.460 1.032 0.264
H 0.782 -1.644 -0.838 0.243
H -2.085 -1.008 -0.350 0.234
H -2.167 0.870 0.102 0.230
H 0.415 2.254 0.145 0.199
H 2.277 0.433 -0.111 0.218
```

Computed properties:
- frontier orbital gap (eV) = 9.320
- SMILES = C1=CCC=C1
- net charge = 0
- LUMO level (eV) = 1.02
- E_HOMO (hartree) = -0.305

The data favor B; the next most stable structure lies 0.099 eV above it.

A.
Density functional theory data (wB97M-V/def2-TZVPD) for C5H6 as an isolated structure.

```
11
Properties=species:S:1:pos:R:3:nbo_charge:R:1
C 2.658 -0.303 -0.234 -0.365
C 1.565 0.171 -0.102 -0.070
C -0.926 1.544 0.106 -0.467
C -0.423 0.318 0.036 0.151
C -0.954 -1.114 -0.013 -0.686
H 3.743 -0.296 -0.191 0.239
H -2.050 1.528 0.219 0.222
H -0.304 2.463 0.239 0.251
H -1.093 -1.510 1.071 0.241
H -0.284 -1.773 -0.652 0.258
H -1.931 -1.027 -0.478 0.226
```

Computed properties:
- frontier orbital gap (eV) = 10.816
- net charge = 0
- LUMO level (eV) = 1.01
- E_HOMO (hartree) = -0.360

B.
Density functional theory data (wB97M-V/def2-TZVPD) for an isolated molecule of C5H6.

```
11
Properties=species:S:1:pos:R:3:nbo_charge:R:1
C 1.309 -0.263 -0.304 -0.626
C -0.133 0.025 -0.282 -0.110
C -0.848 0.473 -1.326 -0.342
C -0.707 -0.199 0.978 -0.041
C -1.141 -0.275 2.114 -0.218
H 1.641 -0.391 -1.328 0.218
H 1.593 -1.210 0.278 0.226
H 1.964 0.540 0.130 0.229
H -1.885 0.736 -1.111 0.208
H -0.425 0.668 -2.346 0.207
H -1.368 -0.104 3.194 0.250
```

Computed properties:
- frontier orbital gap (eV) = 9.986
- SMILES = C#CC(=C)C
- net charge = 0
- LUMO level (eV) = 0.94
- E_HOMO (hartree) = -0.332

The data favor B; the next most stable structure lies 2.343 eV above it.